{"formula": "C2H7FeO8P", "method": "ωB97M-V/def2-TZVPD", "homo_energy_ev": [-4.604, -3.791], "orbital_gap_ev": [6.89, 6.05], "energy_ev": -62247.9316, "spin_multiplicity": 6, "total_charge": -1, "elements": ["Fe", "P", "O", "O", "O", "O", "O", "O", "O", "O", "C", "C", "H", "H", "H", "H", "H", "H", "H"], "positions_angstrom": [[-25.641, 10.474, -28.558], [-23.804, 9.959, -30.293], [-24.828, 9.845, -26.635], [-23.863, 10.347, -31.784], [-24.969, 9.084, -29.750], [-24.072, 11.199, -29.434], [-22.343, 9.766, -29.768], [-25.488, 11.893, -26.666], [-27.478, 9.351, -28.072], [-26.847, 11.512, -29.908], [-25.178, 10.870, -25.958], [-25.338, 10.843, -24.442], [-27.426, 8.888, -27.235], [-28.345, 9.132, -28.414], [-25.821, 9.939, -24.072], [-26.509, 11.676, -30.789], [-25.936, 11.673, -24.065], [-24.376, 10.909, -23.934], [-27.559, 12.143, -29.804]], "forces_ev_per_angstrom": [[0.8239, -0.1809, 1.6199], [1.7883, 0.9488, -3.0748], [-0.4671, -0.3515, 1.8521], [-0.2930, -1.2866, 1.8203], [0.0469, -1.3674, -0.5637], [0.1651, 2.8790, 1.0746], [-1.1551, -0.9749, -0.3028], [-0.5485, -0.2411, 1.5021], [-0.3087, 0.0116, 0.3528], [-0.9951, 0.4114, -0.3657], [-0.4194, 0.1179, -3.0223], [0.1408, 0.2581, 0.2101], [0.3855, -0.1561, 0.3336], [-0.0948, 0.1088, -0.4177], [0.1255, -0.2215, -0.3842], [0.7558, -0.1784, -0.3934], [0.0450, 0.1714, -0.3751], [0.1615, -0.0740, -0.1825], [-0.1565, 0.1255, 0.3167]]}

***

{"formula": "C2H7INO", "method": "ωB97M-V/def2-TZVPD", "homo_energy_ev": -14.323, "orbital_gap_ev": 10.17, "energy_ev": -13816.2465, "total_charge": 1, "elements": ["I", "O", "N", "C", "C", "H", "H", "H", "H", "H", "H", "H"], "positions_angstrom": [[2.154, 0.677, -1.626], [0.330, -1.288, -1.358], [0.939, -0.387, 0.929], [-0.463, 1.162, -0.306], [0.728, 0.346, -0.190], [1.736, -0.852, 1.191], [-0.640, 1.570, -1.208], [-0.567, -1.786, -1.402], [-0.019, 1.782, 0.531], [-0.084, -0.607, 1.191], [1.248, -1.610, -1.081], [-1.325, 0.818, 0.233]], "forces_ev_per_angstrom": [[1.4773, 1.1260, 0.0836], [-1.5106, -0.9226, -0.6343], [-5.7986, 3.0864, -1.9455], [1.4856, -0.7837, 4.8084], [1.2153, -1.9897, 0.4657], [1.9807, -1.3356, 0.6516], [-0.5020, 1.6768, -2.7479], [2.9176, 0.1066, 0.4059], [-0.8353, 1.2401, -1.1412], [2.8219, -0.3886, 0.9270], [-2.5753, -1.1109, -0.7850], [-0.6767, -0.7049, -0.0882]]}